This record from the OMol25 dataset describes one molecule with the formula H6NPSi in a non-equilibrium geometry. The level of theory is ωB97M-V with the def2-TZVPD basis set.

Output
LUMO level: 0.71 eV
relative energy (zero: lowest compared OMol25 entry of this formula, charge and spin): 26.4 kcal/mol
gap between HOMO and LUMO: 8.826 eV
total charge: 0
E_tot: -18752.3413 eV

Each line ends with the natural charge from an NBO analysis.
Atoms and positions in Å:
1 N 0.187 1.009 1.244  -1.13
2 P -0.557 -0.499 0.861  0.28
3 Si -0.016 -0.500 -1.329  0.52
4 H -0.007 1.251 2.165  0.37
5 H -0.301 1.804 0.885  0.37
6 H 0.379 -1.364 1.651  0.00
7 H 1.537 -0.813 -1.533  -0.13
8 H -0.849 -1.614 -1.901  -0.14
9 H -0.373 0.725 -2.043  -0.13